Record 1
ORCA calculation (wB97M-V/def2-TZVPD) on a molecular structure, C29H25F5N5OPtS at a distorted geometry.

Values from the calculation:
E, eV: -67635.281
Energy relative to the best compared isomer or geometry (same formula, charge and spin), kcal per mole: 99.7
Largest force on an atom, eV/Å: 6.116
M, g mol⁻¹: 781.7
Total charge: +1
2S+1: 1

XYZ file:
```
67
Properties=species:S:1:pos:R:3:nbo_charge:R:1
Pt 0.534 -0.346 -0.844 0.949
C -6.027 2.413 -1.704 -0.628
C -4.683 2.051 -1.176 -0.021
C -3.850 2.994 -0.570 -0.178
C -2.602 2.641 -0.125 -0.226
C -2.099 1.322 -0.242 0.127
N -0.833 1.066 0.188 -0.603
C -0.414 1.670 1.333 0.228
C -1.342 1.813 2.396 -0.232
C -1.005 2.371 3.598 -0.191
C 0.299 2.818 3.830 -0.019
C 0.701 3.396 5.143 -0.627
C 1.226 2.687 2.803 -0.208
C 0.906 2.146 1.564 0.050
N 1.879 2.160 0.555 -0.140
C 3.024 2.888 0.530 0.008
C 3.675 2.607 -0.647 -0.316
C 2.855 1.689 -1.300 -0.010
N 1.777 1.441 -0.569 -0.300
C -2.958 0.363 -0.842 0.138
C -4.208 0.751 -1.303 -0.218
N -2.620 -0.995 -0.926 -0.158
C -3.483 -2.039 -0.890 0.000
C -2.754 -3.188 -1.078 -0.319
C -1.434 -2.756 -1.226 -0.007
N -1.375 -1.440 -1.127 -0.299
H -6.407 3.315 -1.234 0.225
H -6.734 1.601 -1.554 0.221
H -5.961 2.595 -2.777 0.228
H -4.182 4.016 -0.461 0.221
H -1.949 3.387 0.303 0.226
H -2.342 1.434 2.237 0.226
H -1.750 2.453 4.376 0.222
H -0.157 3.805 5.672 0.226
H 1.451 4.173 5.014 0.220
H 1.136 2.616 5.769 0.225
H 2.232 3.024 2.993 0.208
H 3.297 3.571 1.306 0.240
H 4.605 3.006 -0.995 0.252
H 2.998 1.209 -2.247 0.226
H -4.836 0.020 -1.788 0.213
H -4.531 -1.908 -0.712 0.243
H -3.111 -4.196 -1.104 0.250
H -0.544 -3.320 -1.423 0.241
F 3.152 -4.694 4.277 -0.251
C 3.056 -4.002 3.147 0.343
C 1.885 -3.311 2.836 0.305
F 0.842 -3.346 3.667 -0.274
C 1.809 -2.571 1.668 0.367
F 0.679 -1.878 1.406 -0.288
C 2.876 -2.499 0.761 -0.403
S 2.845 -1.553 -0.680 0.471
C 4.035 -3.226 1.090 0.396
F 5.079 -3.183 0.265 -0.269
C 4.136 -3.953 2.264 0.262
F 5.263 -4.596 2.559 -0.262
C 2.577 -2.657 -4.124 -0.634
C 1.563 -1.688 -3.502 0.087
C 0.249 -1.696 -4.308 -0.612
O 1.291 -2.038 -2.199 -0.641
H 2.802 -2.355 -5.141 0.223
H 2.170 -3.665 -4.132 0.215
H 3.497 -2.652 -3.547 0.217
H 1.981 -0.662 -3.550 0.165
H -0.173 -2.699 -4.303 0.216
H 0.448 -1.398 -5.333 0.233
H -0.467 -1.003 -3.866 0.220
```


Record 2
ORCA calculation (wB97M-V/def2-TZVPD) on C18H34N2O6 in the gas phase.

Values from the calculation:
E, eV: -34486.230
Energy relative to the best compared isomer or geometry (same formula, charge and spin), kcal per mole: 2.8
Largest force on an atom, eV/Å: 0.733
M, g mol⁻¹: 374.5
2S+1: 1
SMILES: CC(C)(C)OC(=O)NCCCC(CCCNC(=O)OC(C)(C)C)C(=O)O

XYZ file:
```
60
Properties=species:S:1:pos:R:3:nbo_charge:R:1
C 4.248 1.576 -1.081 -0.615
C 3.079 2.546 -0.905 0.275
C 3.296 3.427 0.325 -0.645
C 2.896 3.395 -2.163 -0.645
O 1.931 1.688 -0.705 -0.547
C 0.705 2.222 -0.512 0.898
O 0.425 3.396 -0.507 -0.666
N -0.183 1.223 -0.308 -0.645
C -1.578 1.471 -0.029 -0.231
C -2.452 1.470 -1.292 -0.411
C -2.174 0.300 -2.238 -0.383
C -2.210 -1.071 -1.554 -0.339
C -3.623 -1.479 -1.101 -0.395
C -3.692 -2.875 -0.473 -0.409
C -3.049 -2.988 0.910 -0.219
N -1.632 -2.708 0.904 -0.645
C -1.072 -1.861 1.796 0.894
O -1.656 -1.406 2.752 -0.669
O 0.201 -1.590 1.435 -0.555
C 1.138 -1.047 2.401 0.275
C 0.713 0.336 2.896 -0.652
C 2.455 -0.954 1.629 -0.622
C 1.264 -2.020 3.573 -0.644
C -1.664 -2.138 -2.474 0.816
O -0.898 -3.004 -2.128 -0.623
O -2.129 -2.057 -3.721 -0.684
H 4.382 0.980 -0.182 0.213
H 5.161 2.130 -1.278 0.213
H 4.053 0.905 -1.914 0.216
H 3.376 2.809 1.217 0.210
H 4.211 4.000 0.209 0.212
H 2.462 4.113 0.446 0.242
H 3.793 3.981 -2.343 0.212
H 2.052 4.067 -2.041 0.243
H 2.715 2.753 -3.023 0.210
H 0.164 0.277 -0.304 0.415
H -1.925 0.724 0.688 0.203
H -1.645 2.457 0.439 0.234
H -3.498 1.472 -0.983 0.203
H -2.265 2.394 -1.842 0.220
H -2.896 0.320 -3.056 0.217
H -1.180 0.439 -2.671 0.211
H -1.555 -1.050 -0.685 0.234
H -3.980 -0.747 -0.375 0.212
H -4.286 -1.449 -1.969 0.215
H -4.743 -3.151 -0.364 0.218
H -3.229 -3.606 -1.138 0.202
H -3.502 -2.281 1.610 0.226
H -3.221 -4.002 1.292 0.192
H -1.072 -3.067 0.142 0.428
H 1.448 0.699 3.610 0.211
H 0.653 1.039 2.069 0.215
H -0.255 0.280 3.384 0.247
H 3.246 -0.617 2.293 0.212
H 2.720 -1.928 1.226 0.215
H 2.360 -0.252 0.805 0.224
H 0.319 -2.082 4.108 0.234
H 2.033 -1.678 4.259 0.215
H 1.529 -3.011 3.210 0.211
H -1.761 -2.767 -4.270 0.501
```


Record 3
ORCA calculation (wB97M-V/def2-TZVPD) on 2 unconnected molecules or ions with the total composition C3H9O at a distorted geometry.

Values from the calculation:
E, eV: -5303.696
Energy relative to the best compared isomer or geometry (same formula, charge and spin), kcal per mole: 4.6
Largest force on an atom, eV/Å: 1.027
M, g mol⁻¹: 61.1
Total charge: -1
2S+1: 1

XYZ file:
```
13
Properties=species:S:1:pos:R:3:nbo_charge:R:1
O -0.255 -1.819 -2.247 -1.369
H 0.572 -2.172 -2.563 0.393
C 0.861 1.087 1.115 -0.604
C 0.330 -0.020 0.206 -0.406
C -1.147 0.024 -0.143 -0.630
H 0.910 2.086 0.676 0.182
H 1.835 0.842 1.531 0.188
H 0.125 1.146 1.927 0.183
H 0.442 -0.938 0.801 0.181
H 0.914 -0.239 -0.687 0.245
H -1.343 -0.714 -0.937 0.311
H -1.748 -0.318 0.709 0.161
H -1.496 1.033 -0.389 0.165
```


Record 4
ORCA calculation (wB97M-V/def2-TZVPD) on a molecular structure, C34H50N3OP2ReS at a distorted geometry.

Values from the calculation:
E, eV: -74102.222
Energy relative to the best compared isomer or geometry (same formula, charge and spin), kcal per mole: 0.0
Largest force on an atom, eV/Å: 7.307
M, g mol⁻¹: 797.0
Total charge: +3
2S+1: 4

XYZ file:
```
92
Properties=species:S:1:pos:R:3:lowdin_spin:R:1
C 1.915 1.391 -1.344 0.034
C -0.216 2.450 -1.133 0.014
C 2.351 2.389 -2.224 0.136
C 0.141 3.356 -2.178 0.147
C 1.427 3.331 -2.688 0.004
H 3.369 2.340 -2.614 0.006
H -0.619 4.082 -2.483 0.005
H 1.713 4.046 -3.458 -0.002
N 0.659 1.385 -0.871 0.098
P 2.072 -1.331 -0.409 0.044
P -1.435 1.502 1.140 0.068
C 2.882 0.269 -0.965 0.018
H 3.531 0.036 -1.829 0.001
H 3.552 0.589 -0.142 0.000
C -0.035 -1.837 1.565 0.067
O -0.077 -2.715 2.356 0.115
C -1.313 2.647 -0.268 0.440
H -2.106 3.324 -0.606 0.014
C -3.184 0.627 1.514 0.034
C -1.309 3.091 2.293 0.033
C 1.956 -2.304 -2.063 0.029
C 3.507 -2.152 0.622 0.019
C -3.061 -0.899 1.600 0.017
H -2.393 -1.213 2.411 0.003
H -4.061 -1.312 1.817 0.002
H -2.724 -1.345 0.660 0.003
C -3.736 1.064 2.872 0.004
H -3.057 0.767 3.681 0.000
H -3.943 2.136 2.946 0.000
H -4.685 0.534 3.049 0.002
C -4.129 0.964 0.364 0.007
H -5.062 0.394 0.499 0.001
H -4.400 2.024 0.314 0.000
H -3.702 0.671 -0.604 0.003
C -1.247 2.723 3.776 0.007
H -0.637 1.833 3.948 0.000
H -0.776 3.544 4.336 0.002
H -2.234 2.579 4.222 0.000
C -0.021 3.859 1.975 0.014
H 0.867 3.229 2.096 0.000
H -0.019 4.274 0.964 0.006
H 0.077 4.696 2.683 0.000
C -2.539 3.972 1.960 0.003
H -3.311 3.466 1.367 0.000
H -3.026 4.334 2.877 0.000
H -2.245 4.861 1.385 0.001
C 3.095 -3.588 0.971 0.001
H 3.835 -3.989 1.682 0.001
H 2.109 -3.624 1.457 0.000
H 3.098 -4.251 0.098 0.000
C 3.735 -1.397 1.936 0.001
H 4.041 -0.354 1.787 0.000
H 2.858 -1.415 2.590 0.000
H 4.557 -1.894 2.479 0.001
C 4.867 -2.147 -0.093 0.002
H 5.643 -2.370 0.654 0.001
H 4.966 -2.926 -0.852 0.000
H 5.117 -1.177 -0.539 0.000
C 1.296 -1.431 -3.142 0.001
H 1.298 -1.995 -4.090 0.000
H 0.257 -1.180 -2.927 0.001
H 1.859 -0.504 -3.309 0.000
C 1.149 -3.582 -1.798 0.006
H 0.191 -3.393 -1.306 0.003
H 0.930 -4.059 -2.765 0.001
H 1.704 -4.290 -1.173 0.000
C 3.313 -2.712 -2.653 0.007
H 4.024 -1.880 -2.728 0.000
H 3.769 -3.551 -2.117 0.000
H 3.138 -3.070 -3.679 0.002
Re 0.051 -0.432 0.298 1.316
N -0.955 -1.471 -0.851 0.017
C -1.668 -2.167 -1.596 0.092
C -2.681 -1.793 -2.584 0.016
C -3.555 -2.740 -3.170 0.037
C -2.744 -0.439 -3.033 0.035
C -4.353 -2.378 -4.256 -0.004
H -3.575 -3.766 -2.794 0.001
C -3.578 -0.083 -4.100 0.001
H -2.092 0.328 -2.587 0.002
C -4.335 -1.065 -4.750 0.056
H -4.995 -3.113 -4.737 -0.001
H -3.650 0.965 -4.407 -0.001
H -4.973 -0.793 -5.593 0.002
S 2.867 1.830 3.864 0.002
C 1.807 0.700 4.666 0.000
C 0.994 0.044 3.757 0.000
N 1.182 0.432 2.418 0.000
C 2.140 1.373 2.356 0.003
H 1.808 0.540 5.738 0.000
H 0.256 -0.711 4.031 0.000
H 2.481 1.842 1.433 0.000
```